{
  "formula": "C4H5O3Pm",
  "method": "ωB97M-V with the def2-TZVPD basis set",
  "orbital_gap_ev": [6.389, 8.560],
  "multiplicity": 5,
  "charge": 2,
  "molar_mass_da": 246.08,
  "e_above_lowest_ev": 0.000,
  "lumo_energy_ha": [-0.3989, -0.3499],
  "elements": ["C", "Pm", "O", "H", "H", "O", "C", "H", "C", "H", "C", "H", "O"],
  "positions_angstrom": [[3.4178, 1.0304, 0.3272], [0.8756, 1.5635, -0.0932], [-1.1936, 0.3490, -0.9882], [3.5937, 1.4530, 1.3269], [-2.8407, -1.6825, -0.8380], [-2.4767, -0.3154, 0.6996], [3.6510, -0.3074, 0.3035], [-4.1616, -1.3893, 0.3457], [-3.3696, -0.9246, -0.2479], [-3.7915, -0.1661, -0.9177], [-1.3941, 0.2841, 0.2603], [3.9167, 1.5437, -0.5074], [3.7730, -1.4383, 0.3293]],
  "mulliken_spin": [-0.002, 4.509, -0.156, 0.002, -0.002, -0.006, -0.013, -0.001, -0.015, -0.003, -0.311, 0.002, -0.004]
}



{
  "formula": "C9H11N2P",
  "method": "ωB97M-V with the def2-TZVPD basis set",
  "orbital_gap_ev": [7.930, 7.932],
  "molar_mass_da": 178.18,
  "e_above_lowest_ev": 2.859,
  "lumo_energy_ha": [-0.0195, -0.0195],
  "elements": ["C", "C", "H", "N", "C", "H", "H", "H", "H", "H", "H", "C", "P", "C", "H", "C", "C", "H", "N", "C", "H", "C", "H"],
  "positions_angstrom": [[-1.8677, 0.6758, 0.0821], [-2.4395, -2.0731, -0.0560], [0.8705, 1.1877, -2.5442], [2.6690, -0.8121, -0.0587], [1.9558, 1.8601, 1.0225], [-2.6840, -3.1249, 0.1755], [2.5010, 0.3469, -2.3330], [2.9414, 1.9622, 1.2524], [-1.4610, 1.7513, -0.0826], [2.3438, 1.9010, -1.6319], [-3.9414, 1.0203, 0.2876], [-0.8938, -0.2995, 0.0995], [1.5657, 0.3921, -0.1206], [-3.1854, 0.1863, 0.1261], [-4.5602, -1.4317, -0.0123], [-1.1251, -1.6709, 0.1021], [1.7590, 1.0343, -1.8327], [-0.2930, -2.3606, 0.1572], [3.3248, -2.3670, 1.7451], [-3.4583, -1.1113, 0.0741], [1.6713, 2.8680, 0.7088], [3.0133, -1.6317, 0.8726], [1.2941, 1.6970, 1.9666]],
  "mulliken_charge": [-0.283, -0.500, 0.310, -0.578, -1.257, 0.293, 0.348, 0.458, 0.235, 0.377, 0.260, 0.256, 0.767, -0.272, 0.268, -0.381, -1.073, 0.380, -0.596, -0.261, 0.419, 0.518, 0.311]
}



{
  "formula": "C7H14NOS",
  "method": "ωB97M-V with the def2-TZVPD basis set",
  "orbital_gap_ev": 10.187,
  "smiles": "CC1=C(O)[N@H+](C)[C@@H](S)[C@@H]1C",
  "charge": 1,
  "molar_mass_da": 160.26,
  "e_above_lowest_ev": 0.772,
  "lumo_energy_ha": -0.1073,
  "elements": ["C", "O", "C", "C", "H", "H", "H", "H", "H", "S", "H", "H", "H", "C", "C", "H", "N", "C", "H", "H", "H", "H", "H", "C"],
  "positions_angstrom": [[-0.2011, -1.1235, -0.1204], [1.2226, 2.0769, -0.6755], [0.5802, 0.9530, -0.3256], [-1.4268, -0.1228, 0.1787], [-0.2618, 2.9561, 1.0350], [-0.5707, -1.9547, 1.8461], [-0.7010, 1.7821, 2.2615], [-0.3266, -3.2275, 0.6482], [-1.6707, -0.2641, 1.3182], [-2.9165, -0.2336, -0.7240], [-2.3742, -0.1245, -1.9159], [1.0518, -2.2253, 1.1985], [2.4753, -1.8952, -0.6749], [1.0166, -0.2882, -0.5098], [2.2312, -0.8658, -0.9774], [-2.0054, 2.4546, 1.2594], [-0.8065, 1.2420, 0.0711], [-1.0205, 2.1614, 1.2143], [1.8970, 1.9748, -1.4462], [-0.5537, -1.6572, -1.0423], [2.4507, -0.8143, -2.1496], [3.0983, -0.2858, -0.7005], [-1.1738, 1.7526, -0.7023], [-0.0142, -2.2712, 0.9332]],
  "mulliken_charge": [0.665, -0.608, 0.220, -0.723, 0.318, 0.336, 0.339, 0.305, 0.191, -0.069, 0.166, 0.362, 0.352, 0.140, -1.555, 0.415, 0.280, -0.905, 0.389, 0.330, 0.325, 0.456, 0.451, -1.180]
}